# 1
15
Properties=species:S:1:pos:R:3:forces:R:3 method="wB97M-V/def2-TZVPD" gap_ev=7.86 de_lowest_kj_mol=449.0 e_lumo_ev=-0.5 charge=0 total_energy_ev=-17384.8583 homo_ev=-8.3
C -0.866265 0.276440 0.060109 0.42 1.60 -0.36
C 2.830321 -0.972387 -0.118983 -1.59 1.19 0.28
C -2.107513 -0.494988 -0.113126 -0.83 -1.41 -0.97
C -0.938756 1.805978 0.280739 -3.67 -1.81 -2.12
N 2.583104 -2.129670 -0.062663 -0.51 -0.43 -0.52
N 0.208405 -0.311375 -0.241549 0.07 -2.12 0.12
O 1.343198 0.299967 -0.165490 3.35 -0.22 0.24
I 4.514418 0.261037 0.068780 -0.48 -0.06 -0.15
H -2.097415 -1.279974 -1.001693 -0.23 2.31 1.33
H -2.338878 -1.159076 0.699123 0.28 -0.29 0.90
H -2.887128 0.261695 -0.018139 -0.63 -0.44 -1.03
H -0.014997 2.189419 0.470513 2.33 1.31 0.61
H -1.406367 2.227611 -0.668436 1.11 -0.39 0.61
H -1.743304 2.115181 0.942378 0.36 -0.24 0.85
H 2.921175 -3.089851 -0.131563 0.02 0.98 0.21

=====

# 2
15
Properties=species:S:1:pos:R:3:forces:R:3 method="wB97M-V/def2-TZVPD" gap_ev="4.65 / 5.62" de_lowest_kj_mol=252.1 e_lumo_ev="0.1 / -3.5" spin_multiplicity=3 charge=0 total_energy_ev=-17381.6376 homo_ev="-4.5 / -9.2"
C 1.195592 1.773923 -0.431761 0.87 -4.02 2.96
C -0.289604 -0.239931 0.381694 -0.81 0.03 1.55
C -1.316002 -2.226511 -0.304443 -0.62 0.79 -2.74
C 1.510486 0.728061 0.587872 0.19 2.83 -2.62
N 0.713168 2.846849 -0.014374 -0.66 0.96 2.19
N -1.202646 0.385662 0.923995 -0.62 -0.66 -0.23
O -0.148310 -1.363880 -0.227679 0.77 -1.84 -0.44
I 3.176905 -0.548127 -0.069446 0.06 -1.23 -0.20
H 1.332301 1.466046 -1.439469 0.06 -0.18 -1.12
H -1.215356 -3.276221 -0.035673 0.78 0.34 0.30
H -1.629656 -2.157796 -1.392293 0.28 -0.37 1.21
H -2.070725 -1.727411 0.245024 -0.92 -0.12 0.72
H 1.659151 0.958707 1.614574 -0.76 0.15 0.76
H 0.494861 3.352357 -0.798142 -0.48 2.56 -2.23
H -2.210162 0.028278 0.960121 1.86 0.76 -0.12

=====

# 3
16
Properties=species:S:1:pos:R:3:forces:R:3 method="wB97M-V/def2-TZVPD" gap_ev="6.80 / 7.25" de_lowest_kj_mol=222.8 e_lumo_ev="-6.9 / -6.6" charge=+1 total_energy_ev=-18864.9616 homo_ev="-13.7 / -13.9"
C 0.453626 1.303062 0.198920 -1.95 -0.57 0.77
C -0.465097 -0.468121 -0.885679 0.93 2.88 -1.24
C 0.593246 -1.441593 -0.204791 -0.29 -1.89 -3.11
C -1.821526 0.757002 0.870656 -1.30 -2.24 -1.96
N 1.466737 1.701511 -0.234738 0.43 0.02 -0.21
N -0.676939 0.722609 -0.047591 -0.35 -0.62 0.42
N 1.545659 -0.921284 0.750910 -1.33 0.00 -0.42
O 2.655946 1.642054 -0.324651 2.50 0.72 -0.47
I 3.392348 -0.686990 0.329020 -0.63 0.16 -0.15
H -0.051175 -0.001386 -1.924014 -1.08 -1.61 2.25
H -1.495570 -0.817982 -0.918674 0.50 -0.96 -0.79
H -0.084390 -2.222610 0.159246 0.54 0.20 1.21
H 0.963603 -1.984610 -1.163145 0.32 0.94 1.60
H -1.582737 0.727382 1.853494 1.45 -1.09 3.14
H -2.217372 1.689319 0.864588 -1.60 2.96 -0.89
H -2.676365 0.001633 0.676455 1.86 1.12 -0.14

=====

# 4
14
Properties=species:S:1:pos:R:3:forces:R:3 method="wB97M-V/def2-TZVPD" gap_ev=9.84 de_lowest_kj_mol=366.2 e_lumo_ev=-4.3 charge=+1 total_energy_ev=-15888.1940 homo_ev=-14.1
C -0.029757 -2.423458 0.111395 -1.38 0.59 0.59
C -0.920253 -2.328553 1.036154 -1.51 -0.09 0.40
C 0.748658 1.521468 -0.007631 0.66 1.50 -3.44
C -1.780119 -0.536494 -0.665478 0.15 -0.69 0.74
N -1.146995 -1.524586 -0.138778 -0.57 0.63 0.33
O -1.261037 -0.005588 -1.737547 1.62 -2.78 0.57
I -3.630996 0.129650 0.110222 0.81 -0.24 -0.20
H 0.670779 -2.933365 -0.459820 1.38 -0.47 -0.77
H -1.584138 -2.584096 1.890151 1.06 0.15 -0.66
H 0.461061 1.750938 -1.079748 0.39 -0.07 1.01
H 1.821226 1.506997 -0.038481 0.54 -0.15 0.28
H 0.419877 2.364160 0.536923 -0.61 0.36 1.15
H 0.358414 0.569990 0.129302 -0.72 -1.45 1.16
H -1.697317 0.732939 -2.043038 -1.81 2.72 -1.16

=====

# 5
14
Properties=species:S:1:pos:R:3:forces:R:3 method="wB97M-V/def2-TZVPD" gap_ev="8.16 / 8.16" de_lowest_kj_mol=394.1 e_lumo_ev="-5.0 / -5.0" charge=+1 total_energy_ev=-15887.9044 homo_ev="-13.2 / -13.2"
C -4.071401 -0.053885 0.309782 0.51 -0.95 0.76
C -0.086899 -0.837045 -0.562681 -0.50 -2.10 -0.63
C 1.099840 1.138366 0.309501 -0.90 3.20 0.98
C 2.154035 -1.012792 -0.292413 0.59 -1.28 -1.21
N 0.927812 -0.190486 -0.224549 0.35 0.87 0.01
O -4.062483 -0.902059 1.116183 -0.95 2.23 -1.61
I -2.128665 0.189160 -0.926475 0.05 0.93 -0.44
H -4.641006 0.786580 -0.232448 0.10 -1.44 1.28
H 0.051448 1.597841 0.523924 1.98 -0.67 -0.79
H 1.786891 1.852500 -0.277188 -1.36 -1.39 0.23
H 1.587119 1.131675 1.296141 -0.16 -0.63 -0.24
H 2.875974 -0.400235 0.189487 0.88 -0.20 0.69
H 2.522365 -1.275046 -1.303055 -0.57 1.01 0.08
H 1.984966 -2.024568 0.073794 -0.01 0.43 0.89

=====

# 6
15
Properties=species:S:1:pos:R:3:forces:R:3 method="wB97M-V/def2-TZVPD" gap_ev=8.80 smiles="CC[C@@H](I)PN=C=S" e_lumo_ev=-0.2 charge=0 total_energy_ev=-33974.8061 homo_ev=-9.0
C -0.210583 -1.938366 0.239878 -0.59 0.05 0.39
C -0.966366 -0.594949 0.533059 0.72 -0.15 -0.19
C -0.599662 0.468816 -0.586875 1.11 -0.85 1.16
I -2.084970 0.557031 -2.162339 0.44 0.08 0.47
P -0.218696 2.166924 0.126049 -2.34 1.36 -0.95
N 1.310306 2.655451 -0.646050 -0.12 0.60 0.89
C 2.190249 1.880032 -0.389196 0.42 -2.84 -0.49
S 3.014033 0.510477 -0.276051 0.17 1.40 0.20
H 0.844466 -1.732626 -0.039515 -0.71 -0.15 -0.04
H -0.164108 -2.579998 1.149365 -0.20 0.44 -0.57
H -0.754847 -2.506277 -0.542053 0.61 0.30 0.26
H -0.587715 -0.243733 1.519487 -0.42 0.01 -0.64
H -2.062325 -0.730282 0.599202 0.63 0.01 0.02
H 0.320590 0.067574 -1.066692 -0.67 0.47 0.06
H -0.030372 2.019926 1.541730 0.94 -0.72 -0.58

=====

# 7
15
Properties=species:S:1:pos:R:3:forces:R:3 method="wB97M-V/def2-TZVPD" gap_ev="8.91 / 8.91" de_lowest_kj_mol=379.9 e_lumo_ev="-0.4 / -0.4" charge=0 total_energy_ev=-27287.5141 homo_ev="-9.3 / -9.3"
C -1.000548 2.526788 0.918009 -0.68 1.61 1.39
C -1.037584 1.310607 0.447842 3.53 -1.86 0.85
C 0.574165 -1.073668 -1.668708 -1.81 -0.24 0.47
C 0.700084 -0.098469 0.911817 -3.72 2.15 -0.75
O 1.713043 -2.367936 0.300265 -1.38 1.00 -0.30
O -0.785030 -2.260004 0.412394 1.23 1.07 -0.44
S 0.474576 -1.602856 0.068968 0.54 -1.64 0.15
I -2.460157 0.331048 -0.500233 -1.52 -0.42 -0.75
H -1.966546 3.151738 0.949293 1.63 -0.89 -0.38
H -0.136670 2.946752 1.489891 -0.77 -0.50 -0.70
H 1.220792 -1.812735 -1.996045 2.05 -0.93 -0.87
H -0.296837 -1.268883 -2.316676 -0.18 0.52 0.92
H 0.921983 -0.053998 -1.719964 0.23 0.08 -0.12
H 1.619409 0.377840 0.770333 1.27 0.66 -0.79
H 0.459320 -0.106221 1.932811 -0.43 -0.58 1.31

=====

# 8
13
Properties=species:S:1:pos:R:3:forces:R:3 method="wB97M-V/def2-TZVPD" gap_ev="3.65 / 12.38" e_lumo_ev="0.3 / 0.4" spin_multiplicity=2 charge=0 total_energy_ev=-22074.4194 homo_ev="-3.4 / -11.9"
K 1.477019 -4.846197 -0.249868 0.02 0.06 -0.01
C 0.231409 1.349483 -0.883188 -1.41 0.85 0.17
C -0.414291 1.010813 0.465152 0.97 0.69 0.68
C -0.615091 -0.532147 0.723812 -0.22 1.84 -0.66
C 0.531599 -1.265717 0.155332 2.67 -2.21 -1.20
N 1.445899 -1.852027 -0.325788 -3.43 2.13 1.84
H -0.055041 2.348083 -1.213108 -0.10 0.40 0.49
H -0.406611 0.778983 -1.558138 1.20 -0.63 -0.82
H 1.319199 1.402743 -0.927818 -0.17 -1.13 -0.26
H -1.322061 1.611553 0.521452 -0.54 -0.74 0.01
H 0.151869 1.436383 1.293692 0.38 -0.19 0.03
H -1.547201 -0.766217 0.209532 0.20 -0.63 -0.17
H -0.796701 -0.675737 1.788932 0.41 -0.43 -0.10